(1)
A single C5H7N3 molecule at a distorted geometry. Source: the OMol25 dataset; level of theory: wB97M-V/def2-TZVPD.

For the orbital gap, the calculation gives 10.5 eV. Its energy relative to the best compared isomer or geometry (same formula, charge and spin) is 2.180 eV. The SMILES is [H]/N=C(/C)n1cccn1. Its LUMO energy is 0.94 eV.

Each line ends with the natural charge from an NBO analysis.
Cartesian coordinates (Å):
C -0.728 0.895 -2.026  -0.33
C 0.630 1.046 -2.034  -0.03
C -1.020 0.287 -0.846  -0.05
C 0.512 -0.439 1.087  0.42
C -0.514 -0.873 2.018  -0.72
N 1.176 0.560 -0.963  -0.26
N 1.733 -0.526 1.351  -0.61
N 0.203 0.072 -0.204  -0.21
H -1.302 1.021 -2.905  0.23
H 1.268 1.334 -2.830  0.21
H -2.038 0.050 -0.583  0.23
H -1.127 -0.168 2.577  0.25
H -1.104 -1.758 1.756  0.24
H -0.066 -1.172 3.012  0.26
H 2.377 -0.330 0.589  0.37

Cartesian forces, eV/Å:
C -0.721 -0.371 -0.344
C 1.317 -0.351 -0.314
C 0.143 -0.080 0.089
C 1.820 0.580 -1.150
C -0.919 -1.092 3.539
N 1.515 -0.220 0.736
N 0.740 -1.018 1.384
N -3.092 0.599 -0.725
H -1.003 0.395 -0.237
H 0.363 0.588 -0.483
H 0.335 -0.473 0.885
H -0.692 0.863 -1.355
H 0.000 0.425 -0.498
H 0.676 -0.313 -1.475
H -0.482 0.469 -0.052


(2)
A molecular structure, C26H38Cl2HfN2O. Source: the OMol25 dataset; level of theory: wB97M-V/def2-TZVPD.

For the orbital gap, the calculation gives 7.6 eV. Its energy relative to the best compared isomer or geometry (same formula, charge and spin) is 0.268 eV. Its LUMO energy is 0.46 eV.

Each line ends with the natural charge from an NBO analysis.
Cartesian coordinates (Å):
Hf 0.400 -0.609 -0.529  2.25
C -1.119 -1.197 1.444  -0.39
C -1.356 0.171 1.095  -0.12
C -0.154 0.893 1.446  -0.17
C 0.762 -0.079 1.941  -0.35
C 0.163 -1.355 1.980  -0.12
C 0.729 -2.588 2.650  -0.06
C 2.184 -2.819 2.236  -0.60
C 0.665 -2.353 4.169  -0.59
C -0.097 -3.831 2.316  -0.60
C 0.211 2.388 1.485  -0.05
C 1.567 2.568 2.184  -0.60
C -0.815 3.154 2.331  -0.60
C 0.372 3.044 0.107  -0.61
C -2.767 0.592 0.648  -0.08
C -3.478 -0.583 -0.047  -0.59
C -2.807 1.751 -0.344  -0.60
C -3.600 0.939 1.893  -0.60
H -1.833 -1.993 1.321  0.25
H 1.766 0.134 2.272  0.24
H 2.801 -1.944 2.438  0.21
H 2.260 -3.041 1.171  0.21
H 2.600 -3.659 2.794  0.21
H 1.270 -1.491 4.453  0.21
H 1.040 -3.227 4.704  0.21
H -0.360 -2.166 4.488  0.21
H -0.142 -4.007 1.239  0.22
H -1.118 -3.737 2.689  0.21
H 0.347 -4.708 2.787  0.21
H 1.551 2.192 3.208  0.21
H 1.804 3.632 2.219  0.21
H 2.369 2.072 1.638  0.21
H -0.959 2.674 3.300  0.21
H -1.783 3.232 1.843  0.20
H -0.455 4.169 2.505  0.21
H 1.228 2.627 -0.423  0.23
H 0.541 4.115 0.240  0.20
H -0.488 2.914 -0.535  0.22
H -2.913 -0.953 -0.906  0.21
H -4.447 -0.245 -0.417  0.22
H -3.665 -1.413 0.631  0.20
H -2.195 1.538 -1.227  0.22
H -2.470 2.687 0.090  0.21
H -3.836 1.898 -0.677  0.21
H -3.643 0.082 2.568  0.21
H -4.620 1.194 1.601  0.21
H -3.184 1.777 2.445  0.21
N 3.903 -0.913 -2.231  -0.75
C 2.850 -1.394 -1.581  0.75
O 2.570 -0.957 -0.438  -0.72
C 2.001 -2.475 -2.211  -0.51
C 0.744 -2.729 -1.367  -1.00
H 4.348 -0.082 -1.877  0.42
H 4.070 -1.177 -3.186  0.41
H 2.646 -3.353 -2.355  0.23
H 1.728 -2.117 -3.210  0.24
H 0.986 -3.443 -0.571  0.21
H -0.027 -3.189 -1.990  0.23
Cl -1.599 -0.806 -3.414  0.03
C -0.647 0.499 -4.082  -0.10
C -0.930 0.968 -5.346  -0.21
C -0.140 1.977 -5.888  -0.26
C 0.925 2.479 -5.153  -0.22
C 1.184 1.990 -3.891  -0.09
Cl 2.557 2.616 -3.017  -0.03
C 0.405 0.991 -3.269  0.20
N 0.639 0.520 -2.047  -1.20
H -1.754 0.545 -5.902  0.22
H -0.349 2.360 -6.876  0.22
H 1.563 3.252 -5.560  0.22

Cartesian forces, eV/Å:
Hf 0.674 0.101 0.146
C -0.085 -0.019 -0.107
C -0.086 0.085 -0.083
C -0.033 0.004 0.000
C -0.025 -0.002 0.014
C -0.053 -0.047 0.059
C 0.036 -0.026 -0.028
C 0.001 -0.071 0.037
C 0.055 0.006 -0.080
C -0.010 0.049 -0.063
C 0.020 0.017 0.014
C -0.015 0.027 0.042
C -0.004 0.005 -0.070
C 0.021 0.002 0.043
C -0.016 -0.042 0.018
C 0.058 -0.025 0.010
C 0.090 0.076 -0.085
C 0.022 -0.030 -0.019
H -0.036 -0.028 0.019
H -0.025 -0.010 0.013
H 0.032 0.048 0.006
H 0.008 0.003 0.031
H 0.016 -0.026 0.009
H 0.020 0.023 0.013
H 0.020 -0.042 0.027
H -0.042 0.006 0.003
H 0.006 0.009 0.026
H -0.044 0.003 0.010
H 0.026 -0.041 0.020
H 0.006 -0.009 0.031
H 0.000 0.013 -0.005
H 0.035 -0.006 -0.018
H 0.003 -0.027 0.033
H -0.018 -0.005 -0.003
H 0.005 0.031 0.004
H -0.017 -0.002 0.012
H 0.008 0.035 0.004
H -0.145 -0.024 -0.085
H -0.002 0.013 0.016
H 0.001 0.007 0.001
H -0.010 -0.043 0.022
H -0.018 0.014 0.030
H 0.038 0.034 -0.013
H -0.005 0.019 -0.010
H -0.003 -0.028 0.028
H -0.026 0.006 -0.011
H 0.036 0.055 0.019
N -0.094 -0.099 0.059
C 0.226 -0.073 -0.286
O -0.181 0.154 0.182
C 0.039 0.059 -0.144
C -0.088 -0.027 0.065
H 0.010 0.026 0.020
H 0.005 -0.018 -0.025
H -0.026 0.029 0.012
H 0.033 -0.030 0.038
H -0.071 0.046 -0.096
H 0.045 0.052 0.044
Cl -0.075 0.058 -0.057
C 0.031 -0.037 0.095
C 0.105 0.117 -0.046
C -0.046 -0.063 0.038
C -0.062 0.026 -0.150
C 0.025 0.017 0.000
Cl 0.061 0.027 0.027
C 0.067 0.204 -0.284
N -0.482 -0.610 0.484
H -0.022 -0.010 -0.017
H -0.011 0.009 -0.029
H -0.007 0.003 -0.012